--- P ---
# C3H11NO2

A 3-piece molecular cluster, C3H11NO2 overall (ωB97M-V with the def2-TZVPD basis set, the Open Molecules 2025 dataset).

Geometry as ORCA input:
```
! wB97M-V def2-TZVPD RIJCOSX def2/J DEFGRID3
* xyz 0 1
C 2.009 -0.624 0.192
N 1.022 0.023 -0.235
C 0.337 0.862 0.739
C 0.830 2.319 0.631
H 2.267 -0.708 1.253
H 2.671 -1.175 -0.487
H 0.419 0.451 1.759
H -0.735 0.840 0.516
H 0.175 2.908 0.003
H 1.811 2.319 0.141
H 1.012 2.696 1.627
O -0.932 -1.532 -1.475
H -0.265 -0.847 -1.302
H -0.451 -2.324 -1.730
O -3.511 -1.449 -0.328
H -3.995 -2.257 -0.499
H -2.663 -1.501 -0.803
*
```

The SMILES is C=NCC.O.O. The highest occupied orbital energy comes out at -10.40 eV. The calculation puts the lowest unoccupied orbital energy at 0.85 eV. The calculation puts the HOMO-LUMO gap at 11.25 eV.

---

--- Q ---
# C3H11NO2

A 3-piece molecular cluster, C3H11NO2 overall (ωB97M-V with the def2-TZVPD basis set, the Open Molecules 2025 dataset).

Geometry as ORCA input:
```
! wB97M-V def2-TZVPD RIJCOSX def2/J DEFGRID3
* xyz 0 1
C -1.805 0.213 1.306
N -0.841 -0.335 0.660
C 0.499 -0.271 1.284
C 1.417 -1.342 0.673
H -1.709 0.649 2.353
H -2.855 0.242 0.803
H 0.453 -0.424 2.346
H 0.943 0.726 1.113
H 2.387 -1.329 1.159
H 1.565 -1.115 -0.423
H 0.929 -2.353 0.700
O -0.640 -0.240 -2.139
H -0.818 -0.490 -1.217
H -0.395 -1.040 -2.585
O 1.076 1.759 -1.061
H 0.706 2.622 -1.360
H 0.534 1.108 -1.483
*
```

The SMILES is C=NCC.O.O. The highest occupied orbital energy comes out at -10.30 eV. The calculation puts the lowest unoccupied orbital energy at 0.98 eV. The calculation puts the HOMO-LUMO gap at 11.28 eV.

---

--- R ---
# C3H11NO2

A 2-piece molecular cluster, C3H11NO2 overall (ωB97M-V with the def2-TZVPD basis set, the Open Molecules 2025 dataset).

Geometry as ORCA input:
```
! wB97M-V def2-TZVPD RIJCOSX def2/J DEFGRID3
* xyz 0 1
C 0.590 2.197 -0.018
N -0.670 1.480 -0.419
C -0.626 0.014 -0.250
C -2.035 -0.655 -0.279
O -2.430 -1.060 1.079
H 1.196 1.657 0.755
H 1.140 2.239 -0.976
H 0.192 3.169 0.402
H -1.446 1.983 0.037
H -0.174 -0.173 0.744
H 0.051 -0.440 -0.983
H -1.995 -1.495 -0.948
H -2.831 0.050 -0.685
H -1.659 -0.595 1.595
O 3.354 -2.719 0.290
H 4.206 -3.158 0.270
H 3.134 -2.494 -0.612
*
```

The SMILES is CNCCO.O. The highest occupied orbital energy comes out at -8.86 eV. The calculation puts the lowest unoccupied orbital energy at 0.71 eV. The calculation puts the HOMO-LUMO gap at 9.57 eV.

---

--- S ---
# C3H11NO2

A 3-piece molecular cluster, C3H11NO2 overall (ωB97M-V with the def2-TZVPD basis set, the Open Molecules 2025 dataset).

Geometry as ORCA input:
```
! wB97M-V def2-TZVPD RIJCOSX def2/J DEFGRID3
* xyz 0 1
C -0.475 2.294 0.741
N -0.507 1.066 0.448
C -1.546 0.540 -0.439
C -2.243 1.535 -1.353
H -1.020 3.106 0.251
H 0.287 2.619 1.447
H -1.109 -0.312 -1.003
H -2.215 0.167 0.376
H -2.945 1.177 -2.087
H -2.847 2.193 -0.702
H -1.418 2.169 -1.732
O 4.001 -0.094 -0.961
H 3.623 0.198 -1.791
H 3.368 -0.761 -0.680
O 1.749 -5.055 2.423
H 0.980 -5.100 2.982
H 2.318 -5.742 2.081
*
```

The SMILES is C=NCC.O.O. The highest occupied orbital energy comes out at -9.57 eV. The calculation puts the lowest unoccupied orbital energy at 0.83 eV. The calculation puts the HOMO-LUMO gap at 10.40 eV.

---

Least stable of them? S.

---

--- P ---
# C3H11NO2

A 2-piece molecular cluster, C3H11NO2 overall (ωB97M-V with the def2-TZVPD basis set, the Open Molecules 2025 dataset).

Geometry as ORCA input:
```
! wB97M-V def2-TZVPD RIJCOSX def2/J DEFGRID3
* xyz 0 1
C 1.205 1.129 0.811
O 0.002 0.444 0.611
C 0.253 -0.830 0.039
C -1.110 -1.473 -0.305
N -1.985 -1.798 0.858
H 2.064 0.607 1.264
H 0.995 2.038 1.399
H 1.477 1.430 -0.215
H 0.790 -1.485 0.752
H 0.914 -0.668 -0.834
H -0.848 -2.430 -0.794
H -1.679 -0.866 -1.035
H -2.875 -1.311 0.702
H -1.536 -1.322 1.648
O 0.993 2.489 -1.501
H 0.037 2.475 -1.734
H 1.302 1.570 -1.666
*
```

The SMILES is COCCN.O. The highest occupied orbital energy comes out at -9.46 eV. The calculation puts the lowest unoccupied orbital energy at 0.69 eV. The calculation puts the HOMO-LUMO gap at 10.14 eV.

---

--- Q ---
# C3H11NO2

A 3-piece molecular cluster, C3H11NO2 overall (ωB97M-V with the def2-TZVPD basis set, the Open Molecules 2025 dataset).

Geometry as ORCA input:
```
! wB97M-V def2-TZVPD RIJCOSX def2/J DEFGRID3
* xyz 0 1
C 2.014 1.389 -0.205
C 0.646 0.756 -0.102
C -0.464 0.914 -0.875
N -1.710 0.314 -0.633
H 2.128 2.189 -0.933
H 2.681 0.650 -0.633
H 2.249 1.692 0.805
H 0.765 0.117 0.726
H -0.266 1.078 -1.951
H -2.473 0.786 -1.219
H -1.800 0.084 0.379
O -1.711 -2.500 -1.607
H -1.927 -2.455 -2.518
H -1.537 -1.565 -1.360
O 0.385 -1.374 3.042
H 1.269 -1.132 3.438
H -0.250 -0.941 3.648
*
```

The SMILES is C/C=C/N.O.O. The highest occupied orbital energy comes out at -7.95 eV. The calculation puts the lowest unoccupied orbital energy at 0.70 eV. The calculation puts the HOMO-LUMO gap at 8.65 eV.

---

--- R ---
# C3H11NO2

A 2-piece molecular cluster, C3H11NO2 overall (ωB97M-V with the def2-TZVPD basis set, the Open Molecules 2025 dataset).

Geometry as ORCA input:
```
! wB97M-V def2-TZVPD RIJCOSX def2/J DEFGRID3
* xyz 0 1
C -0.262 -1.623 1.055
C 0.671 -0.512 0.550
O 0.233 0.766 1.059
C 0.768 -0.476 -0.969
N 1.825 0.415 -1.420
H 0.210 -2.204 1.840
H -1.239 -1.271 1.362
H -0.390 -2.326 0.224
H 1.653 -0.689 0.985
H -0.686 0.874 0.780
H 1.095 -1.506 -1.177
H -0.154 -0.273 -1.507
H 2.153 0.998 -0.669
H 1.643 1.057 -2.163
O -2.504 1.112 -0.180
H -3.443 1.190 -0.238
H -2.138 1.918 -0.560
*
```

The SMILES is C[C@H](O)CN.O. The highest occupied orbital energy comes out at -8.85 eV. The calculation puts the lowest unoccupied orbital energy at 0.47 eV. The calculation puts the HOMO-LUMO gap at 9.32 eV.

---

Least stable of them? P.

---

--- P ---
# C6H12O

A 2-piece molecular cluster, C6H12O overall (ωB97M-V with the def2-TZVPD basis set, the Open Molecules 2025 dataset).

Geometry as ORCA input:
```
! wB97M-V def2-TZVPD RIJCOSX def2/J DEFGRID3
* xyz 1 2
C -0.574 1.667 1.788
C -1.131 0.742 0.702
C -0.317 -0.457 0.517
C -0.054 -1.089 -0.677
C -0.577 -0.657 -1.906
C -0.752 -1.344 -3.078
H -0.700 2.710 1.483
H 0.491 1.573 1.969
H -1.147 1.638 2.713
H -1.357 1.292 -0.216
H -2.112 0.363 1.039
H 0.127 -0.728 1.467
H 0.633 -1.926 -0.630
H -0.542 0.425 -2.027
H -1.168 -2.342 -3.177
H -0.476 -0.866 -4.018
H 2.922 -0.473 2.079
H 3.726 -0.480 0.749
O 3.008 -0.049 1.222
*
```

The highest occupied orbital energy (spin up / spin down) comes out at -14.31 / -14.89 eV. The calculation puts the lowest unoccupied orbital energy (spin up / spin down) at -5.08 / -7.56 eV. As for the expectation value of S²: 0.79. The calculation puts the HOMO-LUMO gap (spin up / spin down) at 9.24 / 7.33 eV.

---

--- Q ---
# C6H12O

An isolated ion of composition C6H12O and charge +1 (ωB97M-V with the def2-TZVPD basis set, the Open Molecules 2025 dataset).

Geometry as ORCA input:
```
! wB97M-V def2-TZVPD RIJCOSX def2/J DEFGRID3
* xyz 1 2
C -2.242 -0.028 -1.715
C -1.138 0.875 -1.185
C 0.324 0.346 -1.363
C 1.452 -0.339 1.585
O 0.983 0.677 2.464
C 0.352 -1.034 0.816
C 0.402 -0.902 -0.535
H -2.536 -0.838 -1.052
H -1.873 -0.524 -2.615
H -2.998 0.642 -2.117
H -1.221 1.815 -1.729
H -1.205 1.168 -0.131
H 1.130 1.034 -1.093
H 0.557 0.201 -2.422
H 2.155 0.101 0.879
H 2.067 -1.055 2.135
H 0.985 1.468 1.902
H -0.315 -1.740 1.303
H 0.340 -1.868 -1.068
*
```

The highest occupied orbital energy (spin up / spin down) comes out at -15.30 / -15.65 eV. The calculation puts the lowest unoccupied orbital energy (spin up / spin down) at -5.70 / -7.88 eV. As for the expectation value of S²: 0.76. The calculation puts the HOMO-LUMO gap (spin up / spin down) at 9.60 / 7.76 eV.

---

Least stable of them? Q.